# C2H6N2O3

A cluster of 2 separate species, C2H6N2O3 in total at a distorted geometry (ωB97M-V/def2-TZVPD, the Open Molecules 2025 dataset).

The geometry in XYZ format:
```
13
Properties=species:S:1:pos:R:3:nbo_charge:R:1
N 0.746 0.409 -1.239 -0.815
C -0.633 0.254 -1.385 0.120
O -1.096 -0.127 -2.996 -0.541
C -1.179 -0.991 -2.019 0.749
O -1.222 -2.109 -1.721 -0.566
H 1.164 1.318 -1.271 0.403
H 1.194 -0.411 -1.628 0.397
H -1.276 1.129 -0.989 0.237
N 0.111 -0.670 1.711 -0.521
O -0.969 -0.605 0.892 -0.596
H -0.132 -0.208 2.514 0.332
H 0.887 -0.154 1.234 0.317
H -0.907 -1.443 0.243 0.484
```

Values from the calculation:
Relative energy (zero: lowest compared OMol25 entry of this formula, charge and spin) (eV): 5.069
Energy (Eh): -414.9093
Frontier orbital gap (eV): 9.68
SMILES: N[C@H]1OC1=O.NO

---

# C2H6N2O3

A structure of composition C2H6N2O3 at a distorted geometry (ωB97M-V/def2-TZVPD, the Open Molecules 2025 dataset).

The geometry in XYZ format:
```
13
Properties=species:S:1:pos:R:3:nbo_charge:R:1
C 1.077 1.136 -1.221 -0.458
C 0.354 0.155 0.759 0.710
H 2.159 0.713 -1.294 0.238
H 0.707 0.999 -2.328 0.218
H 0.976 2.122 -0.710 0.209
H -1.489 1.499 -1.099 0.449
H 0.256 -1.275 2.170 0.418
H -0.918 -1.467 -0.807 0.494
N 0.042 0.262 -0.601 -0.232
N -0.340 -0.950 1.288 -0.367
O -1.134 0.349 -1.385 -0.522
O 1.397 0.615 1.240 -0.618
O -1.287 -1.654 0.399 -0.538
```

Values from the calculation:
Relative energy (zero: lowest compared OMol25 entry of this formula, charge and spin) (eV): 8.738
Energy (Eh): -414.7745
Frontier orbital gap (eV): 9.18

---

# C2H6N2O3

A cluster of 2 separate species, C2H6N2O3 in total at a distorted geometry (ωB97M-V/def2-TZVPD, the Open Molecules 2025 dataset).

The geometry in XYZ format:
```
13
Properties=species:S:1:pos:R:3:nbo_charge:R:1
C -1.011 1.246 -0.003 -0.190
N -1.449 0.020 -0.156 0.345
O -1.640 -0.808 0.718 -0.557
O -1.558 -0.443 -1.413 -0.552
H -0.964 1.798 -1.020 0.210
H -1.041 1.796 0.877 0.217
H -1.761 -1.403 -1.372 0.499
H 1.173 0.489 1.503 0.323
N 1.159 0.762 0.432 -0.680
C 1.561 -0.290 -0.148 0.405
O 1.969 -1.428 0.445 -0.674
H 1.571 -0.372 -1.248 0.172
H 1.991 -1.367 1.385 0.480
```

Values from the calculation:
Relative energy (zero: lowest compared OMol25 entry of this formula, charge and spin) (eV): 6.331
Energy (Eh): -414.8630
Frontier orbital gap (eV): 8.79
SMILES: C=[N+]([O-])O.[H]/N=C\O

---

# C2H6N2O3

A cluster of 2 separate species, C2H6N2O3 in total at a distorted geometry (ωB97M-V/def2-TZVPD, the Open Molecules 2025 dataset).

The geometry in XYZ format:
```
13
Properties=species:S:1:pos:R:3:nbo_charge:R:1
N -1.071 -0.253 0.309 -0.638
N 0.115 -0.930 0.046 -0.231
C 1.135 -0.230 0.122 0.261
O 2.368 -0.853 -0.079 -0.477
C 3.422 -0.055 -0.161 0.642
O 3.411 1.159 0.023 -0.590
H -0.866 0.771 0.207 0.333
H -1.869 -0.604 -0.167 0.392
H 1.084 0.871 0.041 0.167
H 4.346 -0.696 -0.304 0.134
O -3.715 0.426 -0.251 -0.935
H -4.091 0.690 0.646 0.476
H -4.269 -0.298 -0.432 0.467
```

Values from the calculation:
Relative energy (zero: lowest compared OMol25 entry of this formula, charge and spin) (eV): 3.175
Energy (Eh): -414.9789
Frontier orbital gap (eV): 9.58
SMILES: N/N=C/OC=O.O

---

# C2H6N2O3

A cluster of 2 separate species, C2H6N2O3 in total at a distorted geometry (ωB97M-V/def2-TZVPD, the Open Molecules 2025 dataset).

The geometry in XYZ format:
```
13
Properties=species:S:1:pos:R:3:nbo_charge:R:1
N 1.080 -0.811 -1.223 -0.845
C 1.673 -0.721 0.007 0.780
O 2.803 -1.098 0.220 -0.620
N 0.932 -0.105 1.025 -0.666
C -0.383 0.261 1.002 0.541
O -1.185 -0.108 0.182 -0.567
H 0.101 -0.569 -1.256 0.424
H 1.726 -0.728 -1.986 0.409
H 1.373 -0.253 1.921 0.420
H -0.707 0.682 1.968 0.124
O -3.639 1.993 -0.854 -0.925
H -3.905 2.865 -1.165 0.462
H -4.377 1.767 -0.277 0.465
```

Values from the calculation:
Relative energy (zero: lowest compared OMol25 entry of this formula, charge and spin) (eV): 0.659
Energy (Eh): -415.0714
Frontier orbital gap (eV): 10.97
SMILES: NC(=O)NC=O.O

---

# C2H6N2O3

A cluster of 2 separate species, C2H6N2O3 in total at a distorted geometry (ωB97M-V/def2-TZVPD, the Open Molecules 2025 dataset).

The geometry in XYZ format:
```
13
Properties=species:S:1:pos:R:3:nbo_charge:R:1
C -0.409 1.622 0.111 -0.201
C -0.198 -1.239 -0.784 0.512
N 0.110 -2.336 -1.533 -0.832
N 0.537 1.357 0.931 0.212
O 1.730 1.212 0.932 -0.320
O -0.100 1.388 2.211 -0.621
O -1.217 -0.621 -0.912 -0.603
H -0.269 1.733 -0.993 0.209
H -1.356 1.769 0.495 0.211
H 0.434 -0.857 0.018 0.127
H 0.844 -2.874 -1.189 0.404
H -0.550 -2.436 -2.270 0.415
H 0.443 1.281 2.982 0.487
```

Values from the calculation:
Relative energy (zero: lowest compared OMol25 entry of this formula, charge and spin) (eV): 3.536
Spin multiplicity: 3
Energy (Eh): -414.7670
Frontier orbital gap (spin up / spin down) (eV): 6.36 / 8.86
⟨S²⟩: 2.01

---

# C2H6N2O3S

A cluster of 2 separate species, C2H6N2O3S in total at a distorted geometry (ωB97M-V/def2-TZVPD, the Open Molecules 2025 dataset).

The geometry in XYZ format:
```
14
Properties=species:S:1:pos:R:3:nbo_charge:R:1
N -0.699 -0.623 -1.014 -1.193
S -1.626 -1.712 -0.346 2.032
O -1.704 -3.104 -0.627 -0.911
O -1.606 -1.629 1.259 -0.896
H 0.355 -0.523 -0.812 0.385
H -2.935 -1.228 -0.758 0.030
H -1.231 -0.772 1.588 0.527
C 1.961 1.544 -0.597 -0.430
N 1.178 1.697 0.619 -0.512
C 0.356 1.124 1.233 0.871
O -0.428 0.740 1.987 -0.572
H 2.443 2.527 -0.625 0.232
H 2.679 0.668 -0.443 0.213
H 1.258 1.291 -1.464 0.225
```

Values from the calculation:
Relative energy (zero: lowest compared OMol25 entry of this formula, charge and spin) (eV): 2.487
Energy (Eh): -813.1354
Frontier orbital gap (eV): 10.62
SMILES: N=[S@@H](=O)O.CN=C=O

---

# C2H6N2OS

The molecule C2H6N2OS at a distorted geometry (ωB97M-V/def2-TZVPD, the Open Molecules 2025 dataset).

The geometry in XYZ format:
```
12
Properties=species:S:1:pos:R:3:nbo_charge:R:1
C 1.094 1.745 -0.035 -0.765
S 0.487 0.568 -1.277 0.394
N -0.938 -0.061 -0.635 -0.815
C -1.157 -1.191 0.140 0.782
N 0.010 -1.874 0.434 -0.863
O -2.271 -1.476 0.480 -0.626
H 1.598 1.244 0.808 0.218
H 1.825 2.348 -0.584 0.231
H 0.288 2.401 0.250 0.227
H -1.776 0.442 -0.827 0.407
H -0.086 -2.635 1.074 0.405
H 0.927 -1.513 0.173 0.405
```

Values from the calculation:
Relative energy (zero: lowest compared OMol25 entry of this formula, charge and spin) (eV): 0.000
Energy (Eh): -662.7669
Frontier orbital gap (eV): 10.17
SMILES: CSNC(N)=O

---

# C2H6N2P

A structure of composition C2H6N2P at a distorted geometry (ωB97M-V/def2-TZVPD, the Open Molecules 2025 dataset).

The geometry in XYZ format:
```
11
Properties=species:S:1:pos:R:3:nbo_charge:R:1
C -0.193 -0.067 1.340 -0.014
C -0.578 -0.636 -0.779 -0.563
N 1.054 1.900 -0.383 -1.143
N -1.093 -0.595 0.574 -0.358
P 0.944 0.393 -0.064 1.421
H -0.381 -0.012 2.471 0.282
H -0.488 -1.676 -1.286 0.276
H -1.167 -0.108 -1.515 0.265
H 1.749 2.033 -0.999 0.387
H -1.962 -0.805 0.876 0.435
H 2.115 -0.426 -0.235 0.010
```

Values from the calculation:
Relative energy (zero: lowest compared OMol25 entry of this formula, charge and spin) (eV): 3.143
Net charge: +1
Energy (Eh): -530.2952
Frontier orbital gap (eV): 8.12

---

# C2H6N2S

The molecule C2H6N2S at a distorted geometry (ωB97M-V/def2-TZVPD, the Open Molecules 2025 dataset).

The geometry in XYZ format:
```
11
Properties=species:S:1:pos:R:3:nbo_charge:R:1
C -0.343 0.360 1.764 -0.444
C 1.038 -0.263 -0.385 -0.277
N -0.075 0.083 0.413 -0.127
N -1.157 0.069 -0.450 -0.678
S 0.732 -0.540 -2.054 0.073
H -1.378 0.680 1.936 0.189
H 0.551 0.959 2.221 0.188
H 2.024 -0.487 -0.071 0.212
H -1.544 -0.804 -0.849 0.386
H -1.850 0.765 -0.377 0.381
H 2.004 -0.820 -2.149 0.098
```

Values from the calculation:
Relative energy (zero: lowest compared OMol25 entry of this formula, charge and spin) (eV): 4.622
Energy (Eh): -587.3342
Frontier orbital gap (spin up / spin down) (eV): 7.24 / 7.50

---

# C2H6N2S

The molecule C2H6N2S at a distorted geometry (ωB97M-V/def2-TZVPD, the Open Molecules 2025 dataset).

The geometry in XYZ format:
```
11
Properties=species:S:1:pos:R:3:nbo_charge:R:1
H 2.826 0.280 -0.987 0.331
N 2.514 -0.246 0.061 -0.688
C 1.197 -0.402 -0.273 0.227
N 0.227 -0.960 0.443 -0.755
S -1.322 -1.056 -0.223 0.424
C -1.644 0.697 0.051 -0.802
H 0.653 -0.370 -1.209 0.155
H 0.345 -0.958 1.425 0.396
H -1.771 0.644 1.208 0.223
H -0.476 1.328 0.049 0.242
H -2.549 1.042 -0.545 0.247
```

Values from the calculation:
Relative energy (zero: lowest compared OMol25 entry of this formula, charge and spin) (eV): 3.207
Energy (Eh): -587.3861
Frontier orbital gap (eV): 9.80
SMILES: [H]/N=C/NSC

---

# C2H6N2S

The molecule C2H6N2S at a distorted geometry (ωB97M-V/def2-TZVPD, the Open Molecules 2025 dataset).

The geometry in XYZ format:
```
11
Properties=species:S:1:pos:R:3:nbo_charge:R:1
C -0.458 1.242 -0.033 -0.691
C -1.040 -0.101 -0.039 0.083
S -2.556 -0.715 0.058 -0.113
N -0.029 -1.022 -0.198 -0.468
N 1.368 -1.002 0.170 -0.675
H -1.031 2.296 -0.238 0.265
H 0.395 0.950 -0.726 0.236
H 0.096 1.383 0.821 0.222
H -0.090 -2.009 -0.174 0.409
H 1.992 -0.783 -0.688 0.371
H 1.353 -0.238 1.047 0.361
```

Values from the calculation:
Relative energy (zero: lowest compared OMol25 entry of this formula, charge and spin) (eV): 2.980
Energy (Eh): -587.3945
Frontier orbital gap (eV): 8.89
SMILES: CC(=S)NN